(1)
{
  "formula": "C4H8OSi",
  "method": "the ωB97M-V functional and the def2-TZVPD basis",
  "species": ["O", "Si", "C", "C", "C", "C", "H", "H", "H", "H", "H", "H", "H", "H"],
  "coordinates": [[2.794, -0.812, -0.066], [1.939, 0.566, 0.113], [0.186, 0.177, 0.090], [-0.497, -1.072, 0.166], [-1.910, -0.410, 0.010], [-1.112, 0.920, -0.189], [2.319, -1.595, 0.018], [2.069, 1.586, -1.016], [1.941, 1.151, 1.439], [-0.213, -2.076, 0.066], [-2.411, -0.816, -0.744], [-2.474, -0.510, 0.999], [-1.482, 1.744, 0.415], [-1.150, 1.149, -1.301]],
  "atomic_forces_ev_per_a": [[1.788, 1.970, -0.282], [-0.650, 1.010, -0.706], [-3.020, -3.999, -0.084], [0.072, 5.176, -0.648], [3.366, 0.217, 4.883], [-0.829, -0.511, -1.418], [-1.212, -2.129, 0.209], [0.565, -0.558, 0.671], [0.991, 0.464, 0.500], [0.554, -1.303, 0.279], [-2.512, -1.264, -3.277], [0.484, 0.394, -1.418], [0.401, 0.269, -0.040], [0.002, 0.266, 1.331]],
  "mulliken_charge": [-0.44, 0.28, -0.06, -0.36, -0.62, -0.35, 0.32, -0.10, -0.10, 0.36, 0.35, 0.22, 0.33, 0.19],
  "smiles": "O[SiH2]C1=CCC1",
  "e_tot_ha": -521.88350,
  "orbital_gap_ev": 9.85,
  "e_above_lowest_kcal_mol": 33.9
}

***

(2)
{
  "formula": "C4H8S",
  "method": "the ωB97M-V functional and the def2-TZVPD basis",
  "species": ["C", "C", "S", "C", "C", "H", "H", "H", "H", "H", "H", "H", "H"],
  "coordinates": [[-0.094, 2.475, 1.391], [0.016, 1.929, 0.188], [0.903, 0.360, -0.045], [-0.349, -0.916, -0.411], [0.389, -2.210, -0.748], [-0.695, 3.363, 1.499], [0.240, 1.931, 2.292], [-0.403, 2.324, -0.748], [-1.090, -0.922, 0.441], [-0.755, -0.703, -1.384], [1.384, -1.890, -1.116], [0.508, -2.890, 0.154], [-0.054, -2.851, -1.512]],
  "atomic_forces_ev_per_a": [[-0.439, -0.693, 0.086], [0.012, -1.353, -0.546], [0.348, 0.539, 0.358], [-0.514, 0.162, 0.171], [1.109, -0.970, 1.801], [0.206, 0.342, 0.185], [-0.006, 0.525, -0.613], [0.148, 0.174, 0.654], [0.630, -0.328, -1.240], [-1.021, 0.818, -0.025], [-0.310, -0.590, 0.180], [0.187, 0.927, -0.970], [-0.349, 0.446, -0.041]],
  "mulliken_charge": [-0.51, -0.29, -0.19, -0.27, -1.04, 0.27, 0.25, 0.32, 0.33, 0.26, 0.29, 0.24, 0.32],
  "smiles": "C=CSCC",
  "e_tot_ha": -555.34363,
  "orbital_gap_ev": 9.76,
  "e_above_lowest_kcal_mol": 16.5
}

***

(3)
{
  "formula": "C4H8S",
  "method": "the ωB97M-V functional and the def2-TZVPD basis",
  "species": ["C", "C", "C", "C", "S", "H", "H", "H", "H", "H", "H", "H", "H"],
  "coordinates": [[0.634, 1.683, 1.031], [0.124, 0.521, 0.807], [-0.118, -0.318, 2.013], [-0.559, 0.235, -0.523], [-0.013, -0.920, -1.693], [1.059, 2.364, 0.306], [0.929, 2.096, 2.000], [0.027, 0.276, 2.897], [0.639, -1.122, 2.082], [-1.216, -0.581, 2.131], [-1.576, -0.025, -0.201], [-0.535, 1.095, -1.084], [0.399, -2.107, -1.009]],
  "atomic_forces_ev_per_a": [[2.621, 3.255, 0.430], [-1.365, -1.085, -0.230], [-1.176, -0.715, 0.332], [-0.424, -1.632, 3.364], [1.611, -2.944, -0.960], [-0.729, 0.016, -0.833], [-0.248, -0.794, 0.164], [0.419, 0.424, 0.332], [-0.942, -0.196, -0.097], [1.351, -0.613, -0.484], [-0.052, 0.328, -0.397], [-0.311, 2.196, -1.207], [-0.754, 1.761, -0.413]],
  "mulliken_charge": [-1.00, 0.92, -1.16, -0.73, -0.27, 0.28, 0.25, 0.37, 0.28, 0.29, 0.31, 0.34, 0.12],
  "smiles": "C=C(C)CS",
  "e_tot_ha": -555.32998,
  "orbital_gap_ev": 9.88,
  "e_above_lowest_kcal_mol": 25.1
}

***

(4)
{
  "formula": "C4H8S",
  "method": "the ωB97M-V functional and the def2-TZVPD basis",
  "species": ["C", "C", "C", "C", "H", "H", "H", "H", "H", "H", "H", "H", "S"],
  "coordinates": [[0.389, -0.942, -1.187], [-0.721, -0.279, -0.242], [-0.288, 0.189, 1.221], [0.391, 1.261, 0.551], [1.218, -0.353, -1.510], [0.838, -1.632, -0.157], [-0.067, -1.692, -2.114], [-1.686, -1.034, -0.228], [-1.377, 0.577, 1.763], [0.269, -0.825, 1.671], [1.422, 0.946, 0.164], [0.317, 2.478, 0.876], [-0.705, 1.305, -0.807]],
  "atomic_forces_ev_per_a": [[-1.117, -5.614, 3.543], [-1.992, -5.419, -0.482], [-3.351, -4.632, 0.965], [3.556, 6.522, 0.007], [0.093, 0.617, -0.310], [-0.506, 0.826, -3.717], [1.347, 2.331, 3.008], [2.159, 2.128, -0.355], [3.432, -1.396, -1.252], [-1.191, 3.299, -0.228], [-1.188, 0.800, 0.935], [1.132, -3.510, 0.204], [-2.373, 4.048, -2.316]],
  "mulliken_charge": [-0.93, 0.01, -0.44, -0.43, 0.31, 0.17, 0.25, 0.34, 0.21, 0.26, 0.20, 0.28, -0.23],
  "e_tot_ha": -555.20606,
  "orbital_gap_ev": 8.92,
  "e_above_lowest_kcal_mol": 102.8
}